Record 1
Density functional theory data (ωB97M-V/def2-TZVPD) for C15H31ClP2Pb as an isolated structure at a distorted geometry.

Summary:
Total energy in Eh: -1925.5984
HOMO energy (spin up / spin down) in eV: -5.2 / -3.5
Kohn-Sham gap (spin up / spin down) in eV: 5.16 / 2.64

Structure (XYZ):
```
50
C15H31ClP2Pb, DFT ωB97M-V/def2-TZVPD
P 1.527 1.222 -1.206
P 0.656 -2.348 0.424
C 2.335 -0.398 -0.809
C 1.431 -1.629 -1.050
H 2.782 -0.392 0.206
H 3.181 -0.437 -1.521
H 0.637 -1.403 -1.790
H 2.030 -2.467 -1.453
C 1.901 -2.817 1.644
H 1.460 -2.883 2.650
H 2.715 -2.078 1.672
H 2.331 -3.800 1.380
C -0.243 -3.786 -0.218
H 0.401 -4.679 -0.187
H -0.538 -3.595 -1.263
H -1.162 -3.979 0.356
C 2.737 2.440 -0.668
H 2.261 3.407 -0.478
H 3.504 2.579 -1.446
H 3.245 2.116 0.252
C 1.618 1.156 -3.040
H 1.107 0.262 -3.427
H 2.667 1.118 -3.365
H 1.137 2.032 -3.500
Pb -0.597 3.066 3.905
C -1.998 -1.474 0.615
C -0.619 -1.280 1.041
C -0.100 0.218 1.277
C -0.705 1.379 0.487
C -0.338 1.396 -1.035
C -1.282 0.718 -1.937
C -2.054 -0.489 -1.678
C -2.771 -0.672 -0.275
C -2.312 3.730 2.724
H -2.464 -2.366 1.036
H -0.658 -1.696 2.082
H 0.997 0.273 1.134
H -0.260 0.378 2.357
H -1.785 1.466 0.655
H -0.309 2.321 0.913
H -0.431 2.466 -1.336
H -1.483 1.276 -2.885
H -1.467 -1.429 -1.871
H -2.874 -0.457 -2.421
H -3.057 0.308 0.143
H -3.713 -1.227 -0.455
H -3.195 3.326 3.232
H -2.191 3.313 1.716
H -2.307 4.838 2.695
Cl -1.747 0.980 4.718
```

natural (NBO) population analysis, charges in e, atoms 1 to 2: 1.40, 1.59

=====

Record 2
Density functional theory data (ωB97M-V/def2-TZVPD) for a 2-piece molecular cluster, C17H25FN4O5S overall at a distorted geometry.

Summary:
Total energy in Eh: -1756.1303
HOMO energy in eV: -8.7
Kohn-Sham gap in eV: 8.73

Structure (XYZ):
```
53
C17H25FN4O5S, DFT ωB97M-V/def2-TZVPD
C 3.359 3.736 5.323
N 2.404 3.114 4.407
C 2.721 2.694 3.176
O 3.856 2.780 2.721
C 1.604 2.070 2.335
N 1.592 2.622 0.965
C 1.104 3.795 0.570
C 0.449 4.723 1.573
O 1.170 4.115 -0.605
C 1.766 0.544 2.274
C 1.792 -0.144 3.638
O 0.660 0.026 1.569
H 4.138 3.018 5.587
H 3.831 4.594 4.839
H 2.853 4.070 6.230
H 1.454 3.003 4.723
H 0.650 2.278 2.818
H 2.133 2.141 0.262
H 1.165 4.985 2.350
H -0.428 4.243 2.002
H 0.144 5.632 1.054
H 2.681 0.297 1.733
H 1.813 -1.224 3.493
H 2.685 0.145 4.192
H 0.902 0.120 4.210
H 0.554 0.567 0.782
N -4.881 -2.846 2.160
C -4.919 -2.382 0.875
O -6.021 -2.153 0.416
C -3.655 -2.087 0.082
S -2.388 -3.408 0.303
C -1.002 -2.826 -0.771
C -1.228 -2.969 -2.277
O -1.985 -3.826 -2.706
N -0.516 -2.124 -3.114
C -0.422 -2.153 -4.511
C -0.107 -0.952 -5.161
C 0.041 -0.909 -6.552
C -0.106 -2.069 -7.314
F 0.046 -2.025 -8.657
C -0.409 -3.274 -6.675
C -0.567 -3.318 -5.284
H -4.017 -3.287 2.457
H -5.767 -3.194 2.513
H -3.257 -1.125 0.410
H -3.920 -2.010 -0.976
H -0.793 -1.781 -0.537
H -0.110 -3.408 -0.525
H -0.037 -1.360 -2.654
H 0.016 -0.037 -4.591
H 0.274 0.026 -7.053
H -0.526 -4.176 -7.268
H -0.794 -4.270 -4.814
```

natural (NBO) population analysis, charges in e, atoms 1 to 2: -0.42, -0.60

=====

Record 3
Density functional theory data (ωB97M-V/def2-TZVPD) for a 2-piece molecular cluster, C9H14 overall at a distorted geometry.

Summary:
Total energy in Eh: -351.3036
HOMO energy in eV: -9.1
Kohn-Sham gap in eV: 10.11

Structure (XYZ):
```
23
C9H14, DFT ωB97M-V/def2-TZVPD
C 1.378 1.734 2.201
C 0.539 0.691 1.533
C 1.007 -0.336 0.769
C 0.124 -1.325 0.291
C -1.228 -1.190 0.356
C -1.732 -0.117 1.142
C -0.882 0.837 1.643
H 2.284 2.057 1.676
H 1.697 1.286 3.146
H 0.891 2.697 2.326
H 2.062 -0.525 0.608
H 0.446 -2.193 -0.280
H -1.901 -1.961 0.005
H -2.798 0.077 1.192
H -1.266 1.702 2.167
C 0.896 -0.022 -3.314
C -0.539 -0.545 -3.192
H 0.901 0.558 -4.232
H 1.208 0.547 -2.447
H 1.567 -0.870 -3.461
H -0.760 -1.616 -3.102
H -1.166 -0.210 -4.019
H -1.090 -0.283 -2.277
```

natural (NBO) population analysis, charges in e, atoms 1 to 2: -0.64, 0.00

=====

Record 4
Density functional theory data (ωB97M-V/def2-TZVPD) for one molecule with the formula C20H22ClN3O3 at a distorted geometry.

Summary:
Total energy in Eh: -1625.5186
HOMO energy in eV: -7.6
Kohn-Sham gap in eV: 7.98

Structure (XYZ):
```
49
C20H22ClN3O3, DFT ωB97M-V/def2-TZVPD
C 1.179 -4.436 6.377
C 0.609 -3.705 5.171
O 0.833 -2.324 5.361
C 0.407 -1.449 4.407
C -0.242 -1.802 3.228
C -0.632 -0.824 2.332
C -0.384 0.519 2.593
N -0.827 1.455 1.650
C -0.542 2.768 1.560
O 0.135 3.422 2.323
C -1.219 3.420 0.332
C -0.807 2.742 -0.938
C 0.062 3.527 -1.876
N -1.214 1.547 -1.070
N -0.920 0.748 -2.121
C -1.183 -0.585 -2.026
O -1.658 -1.097 -1.040
C -0.830 -1.387 -3.280
C -0.103 -0.615 -4.338
C -0.797 -0.010 -5.382
C -0.133 0.734 -6.341
C 1.243 0.879 -6.258
Cl 2.080 1.812 -7.449
C 1.955 0.281 -5.229
C 1.279 -0.461 -4.278
C 0.267 0.876 3.771
C 0.656 -0.100 4.663
H 0.688 -4.092 7.283
H 1.024 -5.506 6.270
H 2.243 -4.235 6.463
H 1.107 -4.046 4.252
H -0.468 -3.905 5.080
H -0.451 -2.834 2.994
H -1.131 -1.106 1.416
H -1.319 1.054 0.853
H -2.296 3.325 0.478
H -0.947 4.475 0.320
H 0.885 3.962 -1.312
H 0.474 2.921 -2.681
H -0.513 4.342 -2.313
H -0.442 1.109 -2.943
H -1.772 -1.781 -3.668
H -0.235 -2.239 -2.943
H -1.869 -0.123 -5.447
H -0.677 1.197 -7.149
H 3.026 0.395 -5.176
H 1.833 -0.927 -3.476
H 0.467 1.914 3.978
H 1.161 0.162 5.580
```

natural (NBO) population analysis, charges in e, atoms 1 to 2: -0.62, -0.06

=====

Record 5
Density functional theory data (ωB97M-V/def2-TZVPD) for C31H50BrEuN3OP2 as an isolated structure at a distorted geometry.

Summary:
Total charge: +2
Total energy in Eh: -5417.1400
Expectation value of S²: 15.768
2S+1: 8
HOMO energy (spin up / spin down) in eV: -11.7 / -11.7
Kohn-Sham gap (spin up / spin down) in eV: 3.34 / 5.16

Structure (XYZ):
```
89
C31H50BrEuN3OP2, DFT ωB97M-V/def2-TZVPD
C -1.165 6.606 -3.594
C -1.477 5.232 -3.746
C -1.632 4.765 -5.083
C -1.494 5.660 -6.145
N -1.176 6.935 -5.964
C -1.044 7.416 -4.732
C -1.514 4.332 -2.612
C -1.239 3.430 -1.796
C -0.362 2.355 -1.435
C 0.814 2.539 -0.649
C 1.503 1.464 -0.116
C 1.202 0.143 -0.491
C -0.064 -0.045 -1.122
C -0.793 1.016 -1.637
Eu -1.758 1.932 0.689
P 2.428 -1.135 -0.170
H -1.783 3.704 -5.292
H -0.944 7.027 -2.612
H -1.636 5.316 -7.178
H -0.823 8.482 -4.632
H -1.774 0.856 -2.120
H 1.216 3.563 -0.534
H -0.532 -1.043 -1.213
H 2.346 1.664 0.551
C 1.839 -2.326 1.045
C 2.465 -3.712 0.901
H 0.736 -2.371 0.964
H 2.015 -1.921 2.057
H 2.353 -4.270 1.825
H 1.990 -4.305 0.119
H 3.531 -3.654 0.679
C 2.685 -1.834 -1.804
C 3.222 -0.790 -2.792
H 1.713 -2.236 -2.132
H 3.367 -2.672 -1.650
H 3.206 -1.215 -3.805
H 2.617 0.128 -2.810
H 4.268 -0.524 -2.558
C 3.952 -0.393 0.493
C 5.212 -1.243 0.742
H 3.647 0.096 1.437
H 4.228 0.414 -0.202
H 6.026 -0.564 1.044
H 5.085 -1.983 1.543
H 5.577 -1.757 -0.159
Br -1.308 -0.888 1.225
P -2.704 -3.189 -2.014
C -0.883 -3.480 -2.002
C -0.552 -4.939 -2.334
H -0.515 -3.202 -1.005
H -0.450 -2.811 -2.759
H 0.524 -5.060 -2.502
H -0.833 -5.625 -1.521
H -1.072 -5.275 -3.239
C -3.281 -2.959 -0.289
C -4.596 -3.721 -0.110
H -3.403 -1.884 -0.110
H -2.507 -3.333 0.394
H -4.868 -3.821 0.945
H -5.425 -3.207 -0.614
H -4.511 -4.723 -0.542
C -2.957 -1.627 -2.939
C -3.268 -1.887 -4.424
H -2.053 -1.013 -2.826
H -3.815 -1.125 -2.458
H -3.580 -0.947 -4.894
H -2.397 -2.249 -4.990
H -4.074 -2.625 -4.540
C 2.326 0.535 4.167
N 1.211 1.117 4.874
C 1.193 0.795 6.289
C 0.113 1.537 7.021
C -1.191 1.252 6.351
N -1.085 1.597 4.940
C -2.311 1.737 4.165
C 0.056 1.400 4.198
O 0.005 1.529 2.946
H 3.198 0.550 4.830
H 2.579 1.083 3.249
H 2.128 -0.517 3.899
H 1.007 -0.286 6.393
H 2.188 1.019 6.711
H 0.292 2.616 7.031
H 0.108 1.179 8.048
H -1.999 1.851 6.819
H -1.454 0.191 6.463
H -2.469 0.850 3.503
H -3.174 1.834 4.841
H -2.228 2.635 3.504
```

Löwdin population analysis, charges in e, atoms 1 to 2: 0.00, -0.21

=====

Record 6
Density functional theory data (ωB97M-V/def2-TZVPD) for C44H42NO2S4SbTi as an isolated structure.

Summary:
Total energy in Eh: -4589.6313
HOMO energy in eV: -7.9
Kohn-Sham gap in eV: 6.70

Structure (XYZ):
```
95
C44H42NO2S4SbTi, DFT ωB97M-V/def2-TZVPD
Ti 0.467 -0.748 -1.823
C 1.087 2.411 -2.735
C 2.325 1.567 -2.980
S 2.670 0.630 -1.460
C 4.009 -0.469 -1.970
C 3.583 -1.498 -2.992
S 2.086 -2.410 -2.496
C 0.621 -0.713 -5.321
C -0.277 0.260 -5.360
S -0.356 1.449 -2.158
H 1.287 3.171 -1.976
H 0.804 2.913 -3.660
H 2.155 0.869 -3.799
H 3.188 2.196 -3.210
H 4.840 0.149 -2.320
H 4.303 -0.953 -1.037
H 3.417 -1.040 -3.968
H 4.377 -2.238 -3.105
H 1.593 -0.596 -5.789
H 0.411 -1.685 -4.893
H -0.061 1.219 -5.820
H -1.268 0.144 -4.946
C 1.394 6.141 4.419
C 1.708 4.860 4.857
C 1.548 3.776 4.008
C 1.082 3.954 2.706
C 0.753 5.239 2.286
C 0.903 6.330 3.138
Sb 0.873 2.296 1.332
C 2.721 1.394 1.964
C 3.833 2.202 2.194
C 5.052 1.641 2.551
C 5.176 0.264 2.684
C 4.080 -0.551 2.439
C 2.864 0.013 2.071
C -0.497 1.342 2.685
C -0.108 0.499 3.722
C -1.047 0.015 4.626
C -2.385 0.359 4.493
C -2.782 1.197 3.460
C -1.841 1.684 2.564
H 1.535 6.990 5.077
H 2.083 4.707 5.862
H 1.800 2.782 4.362
H 0.379 5.398 1.280
H 0.644 7.324 2.795
H 3.750 3.280 2.108
H 5.906 2.281 2.734
H 6.124 -0.169 2.976
H 4.164 -1.626 2.535
H 2.022 -0.636 1.862
H 0.931 0.212 3.836
H -0.732 -0.637 5.431
H -3.117 -0.019 5.195
H -3.825 1.464 3.349
H -2.164 2.335 1.756
O -6.603 -0.356 -6.197
C -5.398 -0.803 -6.624
O -5.186 -0.910 -7.799
C -4.398 -1.152 -5.569
C -4.450 -0.653 -4.271
C -3.477 -0.993 -3.345
C -2.435 -1.846 -3.696
S -1.230 -2.363 -2.508
C -2.391 -2.354 -4.996
C -3.352 -1.999 -5.924
H -6.654 -0.396 -5.236
H -5.227 0.040 -3.964
H -3.517 -0.595 -2.341
H -1.589 -3.024 -5.275
H -3.310 -2.369 -6.939
N 0.259 -1.143 -0.093
C -0.401 -1.841 0.756
C 0.343 -2.709 1.703
C 1.578 -3.222 1.303
C 2.351 -3.948 2.193
C 1.906 -4.152 3.494
C 0.668 -3.665 3.890
C -0.116 -2.950 2.998
C -1.877 -1.786 0.801
C -2.629 -2.895 1.190
C -4.013 -2.851 1.143
C -4.658 -1.685 0.755
C -3.915 -0.577 0.371
C -2.533 -0.639 0.360
H 1.912 -3.055 0.285
H 3.302 -4.355 1.875
H 2.525 -4.688 4.202
H 0.314 -3.840 4.898
H -1.069 -2.548 3.314
H -2.128 -3.805 1.491
H -4.587 -3.731 1.402
H -5.739 -1.648 0.728
H -4.413 0.337 0.071
H -1.948 0.204 0.014
```

Löwdin population analysis, charges in e, atoms 1 to 2: 0.19, -0.64

=====

Question: Which of these has the highest total energy?
Answer: C9H14

=====

Copy entry 4 word for word.
Density functional theory data (ωB97M-V/def2-TZVPD) for one molecule with the formula C20H22ClN3O3 at a distorted geometry.

Summary:
Total energy in Eh: -1625.5186
HOMO energy in eV: -7.6
Kohn-Sham gap in eV: 7.98

Structure (XYZ):
```
49
C20H22ClN3O3, DFT ωB97M-V/def2-TZVPD
C 1.179 -4.436 6.377
C 0.609 -3.705 5.171
O 0.833 -2.324 5.361
C 0.407 -1.449 4.407
C -0.242 -1.802 3.228
C -0.632 -0.824 2.332
C -0.384 0.519 2.593
N -0.827 1.455 1.650
C -0.542 2.768 1.560
O 0.135 3.422 2.323
C -1.219 3.420 0.332
C -0.807 2.742 -0.938
C 0.062 3.527 -1.876
N -1.214 1.547 -1.070
N -0.920 0.748 -2.121
C -1.183 -0.585 -2.026
O -1.658 -1.097 -1.040
C -0.830 -1.387 -3.280
C -0.103 -0.615 -4.338
C -0.797 -0.010 -5.382
C -0.133 0.734 -6.341
C 1.243 0.879 -6.258
Cl 2.080 1.812 -7.449
C 1.955 0.281 -5.229
C 1.279 -0.461 -4.278
C 0.267 0.876 3.771
C 0.656 -0.100 4.663
H 0.688 -4.092 7.283
H 1.024 -5.506 6.270
H 2.243 -4.235 6.463
H 1.107 -4.046 4.252
H -0.468 -3.905 5.080
H -0.451 -2.834 2.994
H -1.131 -1.106 1.416
H -1.319 1.054 0.853
H -2.296 3.325 0.478
H -0.947 4.475 0.320
H 0.885 3.962 -1.312
H 0.474 2.921 -2.681
H -0.513 4.342 -2.313
H -0.442 1.109 -2.943
H -1.772 -1.781 -3.668
H -0.235 -2.239 -2.943
H -1.869 -0.123 -5.447
H -0.677 1.197 -7.149
H 3.026 0.395 -5.176
H 1.833 -0.927 -3.476
H 0.467 1.914 3.978
H 1.161 0.162 5.580
```

natural (NBO) population analysis, charges in e, atoms 1 to 2: -0.62, -0.06